# 1
C3H4Cl2Si | ωB97M-V with the def2-TZVPD basis set

* SMILES: [SiH2]=C(Cl)Cl.C#C
* HOMO energy (alpha / beta): -8.206 / -8.207 eV
* relative energy (zero: lowest compared OMol25 entry of this formula, charge and spin): 156.2 kcal per mole
* LUMO level (alpha / beta): -0.412 / -0.413 eV
* E: -1326.3693 Eh
* strongest force on any atom: 14.3 eV Å⁻¹
* orbital gap (alpha / beta): 7.794 / 7.794 eV

```
10
C3H4Cl2Si (ωB97M-V with the def2-TZVPD basis set)
Si 0.947 -0.254 0.221
C 2.317 0.601 -0.473
Cl 2.079 1.582 -1.834
Cl 3.919 0.689 0.362
H 1.314 -1.246 1.272
H -0.409 -0.485 -0.321
C -2.513 -0.058 0.875
C -2.606 -0.436 -0.363
H -2.749 0.473 1.619
H -2.300 -0.867 -1.358
```

How is the electron density shared among the atoms? According to Löwdin, the charges in e are: Si 0.69; C -1.46; Cl 0.53; Cl 0.44; H -0.08; H -0.13; C 0.02; C 0.00; H -0.07; H 0.05

=====

# 2
C30H23Cl5F3NO5PtSTe | ωB97M-V with the def2-TZVPD basis set

* <S²>: 0.79
* HOMO energy (alpha / beta): -11.595 / -11.571 eV
* relative energy (zero: lowest compared OMol25 entry of this formula, charge and spin): 6.1 kcal per mole
* LUMO level (alpha / beta): -3.422 / -6.060 eV
* E: -4973.7431 Eh
* strongest force on any atom: 1.0 eV Å⁻¹
* multiplicity: 2
* orbital gap (alpha / beta): 8.174 / 5.510 eV
* net charge: +1

```
70
C30H23Cl5F3NO5PtSTe (ωB97M-V with the def2-TZVPD basis set)
Pt 1.936 -1.530 -0.294
Cl 8.475 -0.079 2.124
C 7.071 -0.795 1.520
C 5.982 0.035 1.135
Cl 6.097 1.732 1.277
C 4.847 -0.542 0.648
Cl 3.499 0.413 0.155
C 4.724 -1.970 0.514
O 3.687 -2.512 0.066
C 5.849 -2.787 0.905
Cl 5.685 -4.460 0.743
C 6.992 -2.199 1.400
Cl 8.315 -3.165 1.875
F -0.567 -4.596 2.418
C 0.673 -4.112 2.387
F 1.189 -4.366 1.176
F 1.406 -4.739 3.299
S 0.670 -2.291 2.697
O 0.484 -2.134 4.107
O -0.424 -1.817 1.846
O 1.974 -1.867 2.180
C -4.053 4.780 -3.049
C -3.360 3.654 -2.336
C -3.624 3.368 -1.007
C -2.991 2.328 -0.336
C -3.335 2.175 1.129
C -2.052 1.545 -1.031
Te -1.227 0.057 0.254
N 0.099 -0.919 -0.910
C -0.212 -2.180 -1.294
O 0.822 -2.916 -1.310
C -1.529 -2.715 -1.628
C -1.756 -4.076 -1.423
C -3.008 -4.605 -1.683
C -4.027 -3.786 -2.152
C -3.798 -2.434 -2.372
C -2.549 -1.896 -2.111
C 0.168 1.431 1.005
C 0.913 2.134 0.054
C 1.780 3.127 0.461
C 1.871 3.436 1.815
C 1.100 2.760 2.740
C 0.218 1.740 2.363
C -0.602 1.072 3.426
C -1.738 1.832 -2.371
C -0.711 1.122 -3.218
C -2.418 2.873 -2.991
H -4.790 5.262 -2.409
H -4.561 4.416 -3.943
H -3.333 5.535 -3.368
H -4.347 3.970 -0.466
H -4.393 2.383 1.282
H -2.767 2.887 1.733
H -3.163 1.184 1.552
H -0.958 -4.695 -1.038
H -3.192 -5.657 -1.513
H -5.005 -4.204 -2.349
H -4.588 -1.802 -2.755
H -2.368 -0.852 -2.338
H 0.817 1.901 -1.001
H 2.367 3.668 -0.269
H 2.529 4.229 2.144
H 1.162 3.026 3.789
H -1.063 1.815 4.078
H 0.029 0.434 4.043
H -1.390 0.429 3.035
H -0.066 0.453 -2.662
H -0.080 1.859 -3.718
H -1.199 0.543 -4.005
H -2.184 3.090 -4.028
```

How is the electron density shared among the atoms? According to Löwdin, the charges in e are: Pt 1.07; Cl 0.80; C -0.66; C -0.68; Cl 0.76; C -0.52; Cl 0.86; C -0.40; O -0.14; C -0.58; Cl 0.85; C -0.69; Cl 0.76; F 0.14; C -0.66; F 0.11; F 0.15; S 0.50; O -0.25; O -0.48; O -0.38; C -0.03; C -0.25; C 0.00; C -0.30; C -0.07; C -0.32; Te 1.96; N -0.35; C -0.57; O -0.07; C -0.17; C 0.01; C -0.04; C -0.05; C -0.05; C -0.05; C -0.36; C -0.18; C -0.11; C -0.05; C -0.02; C -0.28; C -0.05; C -0.28; C -0.06; C -0.01; H 0.08; H 0.09; H 0.09; H 0.13; H 0.09; H 0.10; H 0.02; H 0.13; H 0.12; H 0.11; H 0.12; H 0.08; H 0.09; H 0.12; H 0.12; H 0.13; H 0.10; H 0.09; H 0.04; H 0.04; H 0.09; H 0.09; H 0.13

=====

# 3
C3H12O4 | ωB97M-V with the def2-TZVPD basis set

* SMILES: OCCCO.O.O
* HOMO energy: -10.565 eV
* relative energy (zero: lowest compared OMol25 entry of this formula, charge and spin): 50.8 kcal per mole
* LUMO level: 0.393 eV
* E: -422.3806 Eh
* strongest force on any atom: 6.1 eV Å⁻¹
* orbital gap: 10.957 eV

```
19
C3H12O4 (ωB97M-V with the def2-TZVPD basis set)
O -0.614 1.282 -2.699
C 0.138 0.397 -1.678
C -0.275 1.060 -0.426
C 0.298 0.482 0.869
O 1.669 0.877 1.197
H -0.239 0.806 -3.486
H 0.074 -0.632 -1.765
H 1.309 0.523 -1.785
H -0.140 2.123 -0.256
H -1.414 1.022 -0.518
H -0.326 0.780 1.723
H 0.097 -0.553 0.798
H 2.138 1.002 0.373
O -3.768 -0.850 2.933
H -3.481 -0.026 2.538
H -3.018 -1.386 2.893
O 2.469 -2.017 -0.519
H 2.086 -2.048 0.453
H 2.995 -2.842 -0.644
```

How is the electron density shared among the atoms? According to Löwdin, the charges in e are: O -0.11; C -0.21; C -0.22; C -0.25; O -0.06; H 0.09; H 0.08; H 0.14; H 0.12; H 0.14; H 0.11; H 0.08; H 0.06; O -0.03; H 0.03; H -0.01; O -0.12; H 0.10; H 0.05

=====

# 4
C6H17NO | ωB97M-V with the def2-TZVPD basis set

* SMILES: CCCCN(C)C.O
* HOMO energy: -8.699 eV
* relative energy (zero: lowest compared OMol25 entry of this formula, charge and spin): 51.1 kcal per mole
* LUMO level: 0.986 eV
* E: -368.7195 Eh
* strongest force on any atom: 4.1 eV Å⁻¹
* orbital gap: 9.685 eV

```
25
C6H17NO (ωB97M-V with the def2-TZVPD basis set)
C 1.071 -2.651 1.982
C 1.279 -1.150 2.032
C 0.195 -0.276 1.150
C 0.706 -0.064 -0.305
N -0.247 0.897 -1.041
C 0.522 1.740 -1.963
C -1.339 0.108 -1.760
H 1.907 -3.299 1.703
H 0.705 -3.083 2.875
H 0.283 -2.923 1.182
H 2.199 -0.850 1.538
H 1.347 -0.874 3.089
H 0.190 0.725 1.422
H -0.737 -0.718 1.139
H 1.800 0.311 -0.188
H 0.845 -1.031 -0.785
H 1.385 1.135 -2.420
H 1.000 2.627 -1.609
H -0.118 2.121 -2.695
H -2.169 0.784 -2.150
H -1.706 -0.659 -1.178
H -1.026 -0.436 -2.620
O -2.937 2.495 -0.101
H -3.137 2.394 0.780
H -2.021 2.676 -0.077
```

How is the electron density shared among the atoms? According to Löwdin, the charges in e are: C -0.13; C -0.21; C -0.16; C -0.21; N -0.23; C -0.13; C -0.08; H 0.06; H 0.04; H 0.10; H 0.08; H 0.09; H 0.07; H 0.07; H 0.13; H 0.10; H 0.10; H 0.06; H 0.05; H 0.10; H 0.04; H 0.06; O -0.01; H -0.01; H 0.00

=====

What did the first record say?
C3H4Cl2Si | ωB97M-V with the def2-TZVPD basis set

* SMILES: [SiH2]=C(Cl)Cl.C#C
* HOMO energy (alpha / beta): -8.206 / -8.207 eV
* relative energy (zero: lowest compared OMol25 entry of this formula, charge and spin): 156.2 kcal per mole
* LUMO level (alpha / beta): -0.412 / -0.413 eV
* E: -1326.3693 Eh
* strongest force on any atom: 14.3 eV Å⁻¹
* orbital gap (alpha / beta): 7.794 / 7.794 eV

```
10
C3H4Cl2Si (ωB97M-V with the def2-TZVPD basis set)
Si 0.947 -0.254 0.221
C 2.317 0.601 -0.473
Cl 2.079 1.582 -1.834
Cl 3.919 0.689 0.362
H 1.314 -1.246 1.272
H -0.409 -0.485 -0.321
C -2.513 -0.058 0.875
C -2.606 -0.436 -0.363
H -2.749 0.473 1.619
H -2.300 -0.867 -1.358
```

How is the electron density shared among the atoms? According to Löwdin, the charges in e are: Si 0.69; C -1.46; Cl 0.53; Cl 0.44; H -0.08; H -0.13; C 0.02; C 0.00; H -0.07; H 0.05

=====

Q: Look up the strongest force on any atom of the first one.
A: 14.3 eV Å⁻¹